DFT (ωB97M-V with the def2-TZVPD basis set) results for one molecule with the formula C8H15NOS at a distorted geometry.

```
26
Properties=species:S:1:pos:R:3:forces:R:3
C -4.7449 0.6210 0.8636 -0.163 -0.991 -0.535
C -3.2573 0.7420 0.4950 -0.264 0.864 -0.473
C -2.7430 -0.4270 -0.3224 -1.595 -0.960 -0.106
S -1.1589 -0.2971 -1.0978 0.799 -0.100 0.125
C -0.0522 -0.7765 0.3011 -2.328 -0.650 0.906
C 1.2876 -0.9962 -0.2586 1.443 0.646 -0.439
C 2.4584 -1.3791 0.7042 -0.940 -0.310 -0.535
C 3.0622 -0.0465 1.1274 0.539 -0.594 1.119
C 2.7543 0.8743 -0.0096 0.863 -0.698 -0.133
O 3.3394 1.9065 -0.2253 -0.343 0.735 -0.230
N 1.8214 0.2686 -0.7963 -0.137 0.527 -0.395
H -5.1623 1.4576 1.4024 0.255 0.431 0.236
H -4.8909 -0.2677 1.4967 -0.082 0.172 -0.194
H -5.3950 0.5030 -0.0335 0.561 -0.046 0.433
H -2.6547 0.8469 1.3947 0.069 0.144 0.106
H -3.1073 1.6333 -0.1280 0.007 0.058 0.324
H -2.7220 -1.3167 0.3327 -0.171 0.065 -0.485
H -3.4617 -0.6173 -1.1739 0.665 0.034 0.904
H -0.1214 0.0278 1.0333 0.322 -0.066 0.161
H -0.4606 -1.7264 0.7707 0.404 0.997 -0.565
H 1.1620 -1.7508 -1.0417 0.355 0.137 -0.094
H 2.1199 -2.0571 1.4857 -0.007 0.222 0.235
H 3.1263 -1.9595 0.0759 0.438 0.069 0.069
H 2.5566 0.3588 2.0268 0.365 -0.199 -0.310
H 4.1621 -0.0928 1.3124 -0.937 0.143 -0.068
H 1.3368 0.9104 -1.4188 -0.118 -0.630 -0.054
```
Positions in Å, forces in eV/Å.

The calculation puts the energy relative to the best compared isomer or geometry (same formula, charge and spin) at 0.0 kJ/mol. As for the SMILES: CCCSC[C@@H]1CCC(=O)N1. As for the charge: 0. As for the gap between HOMO and LUMO: 9.723 eV. The multiplicity is 1. Its LUMO energy is 0.82 eV.

Results of the Mulliken charge analysis, in e, for atoms 1 through 5: -1.24, -0.20, -0.57, -0.14, -0.83



DFT (ωB97M-V with the def2-TZVPD basis set) results for a 2-piece molecular cluster, C5H15NO overall at a distorted geometry.

```
22
Properties=species:S:1:pos:R:3:forces:R:3
C 2.8651 0.5543 0.4418 2.796 0.566 -1.273
C 1.7967 1.1175 -0.4587 0.105 -0.762 -1.074
C 0.6616 0.1112 -0.7425 1.027 -0.695 0.306
C 0.0379 -0.4363 0.5735 -0.952 2.930 0.060
N -1.1853 -1.1420 0.3573 -0.367 -1.906 -0.643
C -1.0826 -2.1062 -0.7591 0.979 -0.586 -0.676
H 2.5541 0.4818 1.4726 -0.011 -0.524 0.214
H 3.3347 -0.3870 -0.0245 -1.062 0.982 1.083
H 3.7587 1.2708 0.4201 -1.122 -0.770 0.282
H 2.2297 1.3382 -1.4549 -0.011 0.148 0.515
H 1.3878 2.0679 -0.0799 0.028 -0.377 0.046
H 0.9782 -0.8201 -1.3741 -0.145 2.083 0.858
H -0.0126 0.7774 -1.3133 -0.536 -1.059 0.140
H -0.3604 0.4648 1.1346 0.871 -0.511 -0.304
H 0.6566 -0.9146 1.3103 0.801 -0.581 -0.294
H -1.7234 -0.4329 -0.0598 -1.630 0.922 -0.078
H -0.9194 -1.4573 -1.7523 -0.977 -2.099 1.630
H -1.9518 -2.8979 -0.7143 1.641 1.839 -0.534
H -0.0868 -2.6596 -0.6233 -1.459 0.403 -0.248
O -4.3761 1.6076 0.8497 -2.069 -0.837 -0.211
H -3.5899 1.9744 1.1831 1.514 0.724 0.784
H -4.9729 1.4880 1.6138 0.577 0.111 -0.583
```
Positions in Å, forces in eV/Å.

The calculation puts the energy relative to the best compared isomer or geometry (same formula, charge and spin) at 208.7 kJ/mol. As for the SMILES: CCCCNC.O. As for the charge: 0. As for the gap between HOMO and LUMO: 9.586 eV. The multiplicity is 1. Its LUMO energy is 0.79 eV.

Results of the Mulliken charge analysis, in e, for atoms 1 through 5: -1.12, -0.54, -0.29, -0.75, -0.39



DFT (ωB97M-V with the def2-TZVPD basis set) results for C2H6O2Pr as an isolated structure at a distorted geometry.

```
11
Properties=species:S:1:pos:R:3:forces:R:3
C -1.6188 -0.9222 -0.0370 0.162 0.094 -0.225
C -1.4568 0.5438 -0.0513 -0.719 -0.182 0.735
O -0.1545 1.0052 -0.2419 1.287 0.181 0.069
H -2.6731 -1.1676 0.1346 0.263 -0.021 -0.084
H -1.3189 -1.3796 -0.9947 -0.151 0.012 0.086
H -1.0308 -1.3983 0.7719 -0.159 0.135 -0.050
H -2.0850 1.2317 0.5134 0.111 -0.120 -0.307
H -0.0401 1.9034 0.1201 -0.488 0.092 -0.085
Pr 1.9726 0.0126 -0.8549 3.440 0.371 0.976
O 3.9971 0.2707 -0.0699 -4.410 -0.532 -1.648
H 4.4083 -0.0998 0.7098 0.666 -0.031 0.533
```
Positions in Å, forces in eV/Å.

The calculation puts the energy relative to the best compared isomer or geometry (same formula, charge and spin) at 9.5 kJ/mol. As for the charge: +2. As for the gap between HOMO and LUMO (spin up / spin down): 5.160 / 10.128 eV. The multiplicity is 4. Its LUMO energy (spin up / spin down) is -11.27 / -10.10 eV.

Results of the Mulliken charge analysis, in e, for atoms 1 through 5: -1.04, 0.13, -0.49, 0.30, 0.34



DFT (ωB97M-V with the def2-TZVPD basis set) results for one molecule with the formula C6H13NO2 at a distorted geometry.

```
22
Properties=species:S:1:pos:R:3:forces:R:3
C 0.2883 2.2249 0.6466 -0.318 -0.190 -0.053
C -0.2994 1.4751 -0.5066 0.365 -0.658 -0.323
O -0.8399 2.2725 -1.5045 0.132 0.212 -0.082
C -0.2905 0.1448 -0.7407 -0.680 1.264 0.087
N -0.7577 -0.3479 -1.9755 -0.143 -0.005 -0.412
C 0.0417 -0.8437 0.3261 -0.746 0.330 1.745
C -0.3242 -2.2800 -0.0422 -0.285 0.477 0.272
C 1.5105 -0.8018 0.7545 -0.253 0.254 0.167
O -0.8754 -0.3588 1.4977 1.212 -0.907 -1.327
H 0.3133 1.6029 1.5325 0.049 0.036 0.073
H 1.2901 2.5788 0.4129 0.181 0.117 -0.022
H -0.3370 3.0912 0.8702 -0.034 0.050 0.062
H -0.6746 3.1991 -1.2914 -0.052 -0.243 -0.049
H -1.1580 0.4009 -2.5287 0.141 -0.066 0.017
H -1.4490 -1.0816 -1.8945 0.065 -0.004 0.114
H 0.0231 -2.9527 0.7336 0.050 -0.156 0.159
H -1.4024 -2.3826 -0.1307 -0.135 -0.053 0.010
H 0.1293 -2.5675 -0.9822 0.184 -0.025 -0.173
H 2.1237 -1.2956 0.0034 0.017 -0.069 -0.085
H 1.8849 0.2149 0.8707 -0.089 -0.097 0.009
H 1.6281 -1.3242 1.7021 0.094 -0.122 0.076
H -0.8249 -0.9689 2.2466 0.245 -0.145 -0.264
```
Positions in Å, forces in eV/Å.

The calculation puts the energy relative to the best compared isomer or geometry (same formula, charge and spin) at 149.3 kJ/mol. As for the SMILES: C/C(O)=C(/N)C(C)(C)O. As for the charge: 0. As for the gap between HOMO and LUMO: 8.134 eV. The multiplicity is 1. Its LUMO energy is 0.83 eV.

Results of the Mulliken charge analysis, in e, for atoms 1 through 5: -1.76, 0.89, -0.57, -0.38, -0.61



DFT (ωB97M-V with the def2-TZVPD basis set) results for C23H36F5KN6OSTe2 as an isolated structure at a distorted geometry.

```
75
Properties=species:S:1:pos:R:3:forces:R:3
K 7.6063 12.3379 10.7275 -0.397 0.058 0.224
N 11.7534 15.0063 10.8778 -1.201 1.120 0.963
C 10.9607 16.3003 10.8900 0.438 -1.109 -1.494
C 9.7909 16.1384 11.8215 -1.153 -0.221 0.561
N 10.2560 15.4544 13.0717 -0.062 0.255 -0.566
H 12.6883 15.1692 10.5912 0.779 0.121 -0.290
H 11.3263 14.3078 10.2823 -0.238 0.145 -0.256
H 11.0209 14.9199 12.6637 0.889 -0.594 0.246
H 10.5279 16.4597 9.8830 0.272 0.260 0.448
H 11.6194 17.1343 11.1395 -0.014 -0.137 0.092
H 9.0940 15.4084 11.3727 0.222 0.341 0.130
H 9.2034 17.0500 12.0418 0.538 -0.361 -0.098
H 10.5645 16.0365 13.8262 0.285 0.565 0.246
H 9.5086 14.7821 13.4356 -0.383 0.019 -0.160
F 7.2980 14.4839 7.9298 1.201 -0.614 -0.491
Te 8.9354 13.4490 7.6434 -1.566 2.056 -0.860
F 7.8277 11.9950 8.1786 0.408 -0.293 -0.046
F 10.3424 12.3098 7.1742 -0.334 0.277 -0.145
F 8.1421 13.0218 5.9527 0.881 0.433 1.135
F 9.6298 15.0174 6.7755 -0.241 -1.418 0.504
O 9.5073 13.8214 9.3031 0.034 -0.390 -0.389
C 6.9184 8.9063 13.2490 0.362 0.497 -0.351
C 7.5478 10.1087 13.9236 1.537 -0.304 0.302
C 8.5399 9.9459 14.9124 -0.956 -2.238 0.309
C 9.1161 11.0625 15.4525 -0.060 -0.642 0.298
N 8.8604 12.2577 14.9744 0.560 1.209 0.336
C 8.0119 12.3873 13.9564 -0.251 -1.033 0.207
S 7.7889 13.9584 13.2696 -0.756 -0.295 0.017
N 7.3220 11.3135 13.4541 -0.402 1.170 -0.812
H 7.5436 8.6499 12.3687 -0.281 0.080 0.427
H 5.9208 9.1409 12.8688 0.087 -0.092 0.230
H 6.9223 8.0451 13.9137 -0.187 0.000 -0.029
H 8.7242 8.9175 15.3134 -0.007 1.119 -0.342
H 9.7677 10.9569 16.3282 -0.029 0.294 -0.399
Te 6.7907 18.8854 9.8866 -0.303 -0.217 0.210
C 7.6400 20.7639 9.6143 0.445 1.071 -0.082
C 8.9267 20.8277 9.0660 -1.092 -0.087 0.047
C 9.4987 22.0364 8.7384 -0.074 -0.320 -0.124
C 8.8707 23.2145 9.0390 -0.673 0.815 -0.120
C 7.5909 23.2077 9.6084 0.342 -0.188 -0.506
C 6.9692 21.9770 9.8420 -0.837 0.327 0.983
C 6.5107 18.9425 11.9870 0.843 0.408 -0.456
C 7.3319 19.6670 12.8504 -0.148 0.352 0.007
C 7.2347 19.5515 14.2233 0.582 0.292 0.395
C 6.3645 18.6023 14.7487 0.284 0.446 0.923
C 5.5781 17.8778 13.8957 -0.567 0.558 -0.793
C 5.5892 18.0823 12.5062 0.343 -0.636 1.186
H 9.4010 19.9197 8.7796 0.472 -0.599 -0.041
H 10.3764 22.0287 8.1366 0.805 0.108 -0.077
H 9.3282 24.1455 8.7104 -0.120 -0.061 0.253
H 7.0766 24.1684 9.7312 0.072 -0.582 0.212
H 5.9443 21.9981 10.2895 0.938 -0.236 -0.577
H 8.0093 20.3933 12.4609 0.473 0.336 -0.382
H 7.8654 20.2072 14.8660 -0.588 -0.676 -0.497
H 6.2521 18.4624 15.8351 0.153 0.090 -0.620
H 4.8319 17.2826 14.3417 -0.659 -1.034 0.217
H 4.9811 17.5019 11.8488 -0.579 -0.306 -0.166
C 4.2253 14.5866 7.1091 0.145 -0.369 1.520
C 3.8951 13.3048 7.9783 1.451 0.679 -0.010
C 2.6214 13.4588 8.7427 -1.331 0.519 -1.089
C 3.8020 12.1220 7.0521 0.883 -0.501 -0.477
N 4.9827 12.9835 8.9485 0.813 -0.390 -0.575
N 5.3332 14.0054 9.8963 0.630 -0.150 -0.564
H 3.4151 14.7268 6.4213 -0.372 0.145 -0.580
H 5.1802 14.4481 6.5738 -0.442 0.145 0.241
H 4.2606 15.5056 7.7488 0.151 -0.719 -0.497
H 1.7986 13.5304 8.0048 0.257 0.441 0.278
H 2.6177 14.3454 9.3603 -0.130 0.250 0.235
H 2.3250 12.5997 9.3066 0.366 -0.650 0.651
H 3.0705 12.3406 6.2749 -0.236 -0.356 0.096
H 3.6283 11.1722 7.5867 -0.288 0.469 -0.223
H 4.7648 11.9985 6.5250 -0.230 0.022 0.129
H 5.8635 12.7865 8.3981 -1.453 0.411 0.873
H 4.5498 14.2777 10.4704 -0.198 -0.292 -0.019
H 5.6821 14.8202 9.4006 -0.106 0.205 0.073
```
Positions in Å, forces in eV/Å.

The calculation puts the energy relative to the best compared isomer or geometry (same formula, charge and spin) at 0.0 kJ/mol. As for the charge: 0. As for the gap between HOMO and LUMO: 7.124 eV. The multiplicity is 1. Its LUMO energy is -0.67 eV.

Results of the Mulliken charge analysis, in e, for atoms 1 through 5: 0.82, -0.64, -0.30, -0.03, -0.01



DFT (ωB97M-V with the def2-TZVPD basis set) results for a 2-piece molecular cluster, C24H42ClN3O5P2 overall at a distorted geometry.

```
77
Properties=species:S:1:pos:R:3:forces:R:3
C 1.1393 1.9484 4.7675 0.198 -0.291 -0.873
C 2.0269 1.8570 3.9243 -1.013 -0.154 -0.759
C 2.8491 1.6657 2.5995 -0.582 0.166 1.089
C 2.6029 0.2063 1.9420 1.017 0.823 0.142
C 2.0531 0.4495 0.4800 0.173 0.887 0.400
C 1.6267 -0.8005 -0.3821 3.293 -0.708 0.347
O 1.8697 -0.3799 -1.7646 -2.144 -0.356 0.927
C 0.7817 -0.5221 -2.6573 -0.732 -0.400 -2.872
C 0.7490 -1.8993 -3.5052 0.320 0.927 0.033
C -0.0292 -1.6511 -4.8793 -0.045 -0.415 -0.034
O 0.4464 -1.4980 -0.1321 -0.039 1.230 -0.603
C -0.6410 -0.9775 0.5961 -2.790 0.283 1.476
C -1.2108 0.4574 0.2806 0.112 1.560 -1.023
O -1.0923 1.4445 1.3339 -0.247 -0.437 -0.464
C -1.8122 2.6548 1.0215 0.547 0.190 0.241
P -0.6905 4.1654 0.7257 -0.877 1.732 0.375
N 0.0512 3.9163 -0.8632 0.598 -1.304 1.136
O 0.5242 4.2125 1.9295 -1.287 -2.032 -1.183
C -0.5207 -1.3940 2.1108 1.406 -1.782 2.872
C 0.3745 -2.6002 2.3962 -1.368 0.834 2.924
C 0.5347 -3.1225 3.8107 -1.656 2.024 -0.577
C -0.1712 -2.4986 4.9816 -0.587 1.392 -3.030
C -1.0545 -1.3212 4.7118 1.531 -1.500 -2.266
C -1.2096 -0.8168 3.2958 0.875 -1.207 0.572
P -2.0960 -2.1477 0.0194 0.759 -2.574 -0.412
C -3.4948 -2.0730 1.2711 -0.263 1.014 0.970
C -2.6480 -1.7026 -1.7234 -0.739 0.653 0.059
C 2.7909 -1.9203 -0.1543 0.267 0.340 0.823
Cl 2.3813 -3.4996 -1.0390 0.226 1.060 0.620
C 4.2528 -1.4573 -0.5313 1.015 -1.312 -0.733
C 4.6910 -1.6775 -2.0507 0.911 1.091 0.153
H 0.2260 1.9550 5.4232 1.843 0.080 -0.939
H 3.9440 1.8596 2.8125 -1.280 -0.308 -0.258
H 2.5034 2.4667 1.8643 0.496 -0.925 1.061
H 1.9637 -0.4160 2.6256 0.542 0.634 -0.908
H 3.6457 -0.2527 1.8637 -1.511 0.288 0.191
H 2.9110 0.9447 -0.0943 -1.217 -0.843 0.624
H 1.2846 1.2886 0.5498 0.474 -1.408 -0.269
H -0.2674 -0.3750 -2.2758 1.236 0.027 0.268
H 0.9144 0.2790 -3.4682 0.021 -0.865 1.276
H 0.2848 -2.7273 -2.8795 0.756 0.952 -0.887
H 1.8327 -2.1315 -3.7584 -1.368 0.014 0.542
H -1.0027 -2.2302 -4.9250 1.045 0.768 0.119
H 0.5972 -2.0312 -5.7516 -0.805 0.622 1.089
H -0.2615 -0.5468 -5.0468 0.314 -1.426 0.194
H -2.3166 0.4549 -0.0182 1.400 -0.334 0.504
H -0.6802 0.9263 -0.6242 -0.535 -1.089 0.900
H -2.4720 2.5840 0.0957 0.618 -0.089 1.043
H -2.4609 2.9090 1.9179 0.691 -0.190 -1.073
H 1.0706 3.9210 -0.7019 -0.425 0.182 -0.359
H -0.1501 2.9873 -1.2563 0.140 0.347 0.159
H 0.5601 3.3097 2.3294 0.350 0.678 0.013
H 0.9236 -3.1730 1.6032 -0.831 0.885 0.722
H 1.1801 -4.0304 3.9952 -0.814 1.223 -0.359
H -0.0721 -2.9044 6.0248 -0.010 0.464 -1.334
H -1.6077 -0.8077 5.5597 0.771 -0.744 -1.334
H -1.9107 0.0475 3.1467 0.957 -0.966 0.128
H -3.5824 -1.0508 1.7752 -0.081 -1.270 -0.625
H -3.2444 -2.8298 2.0864 -0.206 1.041 -1.146
H -4.5111 -2.3464 0.8632 1.246 0.302 0.065
H -1.8302 -1.9771 -2.4505 -0.790 0.378 0.928
H -3.5348 -2.3832 -1.9598 1.117 0.959 0.415
H -2.9586 -0.6183 -1.8346 0.231 -1.168 -0.220
H 2.8257 -2.2597 0.9342 -0.374 0.687 -1.457
H 4.5340 -0.4013 -0.2554 -0.803 -1.036 -0.158
H 4.9623 -2.1225 0.0754 -1.001 0.881 -0.685
H 5.7910 -1.3609 -2.1028 -1.375 -0.457 0.069
H 4.1540 -0.9592 -2.7530 0.444 -1.249 0.887
H 4.6635 -2.7491 -2.3945 -0.320 1.226 0.413
N -3.4231 4.2735 -2.4780 0.301 0.245 0.322
C -4.1588 3.1350 -2.5419 0.029 0.015 0.088
N -4.7942 2.9309 -3.7251 -0.347 -0.356 -0.322
O -4.2423 2.3521 -1.6052 0.111 -0.069 0.011
H -3.3387 4.9292 -3.2326 0.007 -0.056 0.050
H -2.9385 4.4565 -1.6141 -0.018 0.108 -0.161
H -5.3493 2.0962 -3.8096 0.076 0.130 0.003
H -4.7386 3.5598 -4.5048 0.015 -0.021 0.082
```
Positions in Å, forces in eV/Å.

As for the SMILES: C#CCCC[C@](OCCC)(O[C@](COCP(N)O)(c1ccccc1)P(C)C)[C@@H](Cl)CC.NC(N)=O. As for the charge: 0. As for the gap between HOMO and LUMO: 8.114 eV. The multiplicity is 1. Its LUMO energy is 0.49 eV.

Results of the Mulliken charge analysis, in e, for atoms 1 through 5: 0.22, -0.84, -0.67, 0.41, -1.16